{
  "formula": "ClH46MnO23",
  "method": "the ωB97M-V functional and the def2-TZVPD basis",
  "orbital_gap_ev": [9.48, 10.62],
  "s_squared": 8.7521,
  "total_charge": 1,
  "spin_multiplicity": 6,
  "e_lumo_ha": [-0.0771, -0.0770],
  "e_homo_ev": [-11.6, -12.7],
  "species": ["Mn", "Cl", "O", "H", "H", "O", "H", "H", "O", "H", "H", "O", "H", "H", "O", "H", "H", "O", "H", "H", "O", "H", "H", "O", "H", "H", "O", "H", "H", "O", "H", "H", "O", "H", "H", "O", "H", "H", "O", "H", "H", "O", "H", "H", "O", "H", "H", "O", "H", "H", "O", "H", "H", "O", "H", "H", "O", "H", "H", "O", "H", "H", "O", "H", "H", "O", "H", "H", "O", "H", "H"],
  "positions_angstrom": [[0.2981, 0.6813, 0.6360], [2.5819, 1.3118, 0.2568], [0.3926, -1.5671, 0.2509], [1.1320, -1.9265, -0.2759], [0.5635, -1.8119, 1.1982], [-3.0600, 2.8559, 1.0208], [-2.8198, 2.7810, 0.0708], [-3.6426, 3.6045, 1.1074], [3.0603, -2.0720, -0.6894], [3.4789, -2.6183, -0.0558], [3.5125, -1.2626, -0.5123], [-2.9671, 1.6653, -1.4234], [-2.3620, 1.9683, -2.1243], [-3.4225, 0.8891, -1.8099], [6.4192, 1.4069, 3.5075], [7.3065, 1.0972, 3.4999], [6.3852, 2.3935, 3.4383], [-1.7073, 2.1544, -3.8871], [-0.9689, 2.6049, -4.3351], [-1.5632, 1.2413, -4.1705], [-0.8110, -0.4025, -4.0988], [-0.6922, -0.8490, -3.2147], [0.1115, -0.3113, -4.3766], [4.4187, -4.1002, 1.2349], [5.0729, -3.6618, 1.7455], [4.3151, -5.0157, 1.5052], [-2.7730, -2.4912, -4.4736], [-2.1130, -1.7720, -4.4200], [-3.1594, -2.3094, -5.3589], [-4.1342, -1.4037, -2.1898], [-3.8393, -1.7666, -3.0444], [-5.0747, -1.2180, -2.3481], [2.8340, 3.6477, -1.5642], [2.7538, 2.8430, -0.9906], [3.7458, 3.8179, -1.6142], [-0.1809, -2.6444, -2.1176], [-0.6436, -3.4568, -2.0765], [-0.5320, -2.0978, -1.4070], [-3.4160, 0.3343, 3.6304], [-3.0947, 0.0691, 2.7474], [-3.1220, 1.2344, 3.6695], [-3.3716, -2.2019, 0.3846], [-3.7512, -2.0941, -0.5104], [-3.8116, -2.9444, 0.7631], [3.2858, 0.9948, 3.8481], [3.6415, 1.5643, 3.2016], [4.0545, 0.8027, 4.3968], [-0.0620, 0.7142, -1.6050], [0.8170, 0.5925, -2.0022], [-0.4123, 1.4149, -2.1318], [-1.9718, 0.0703, 0.8632], [-2.5891, 0.6782, 0.3646], [-2.1023, -0.8384, 0.5303], [1.8185, -0.9075, -3.2460], [1.9529, -1.7200, -2.7481], [2.6556, -0.5590, -3.5689], [0.1389, -2.3094, 3.0791], [0.5397, -3.2222, 2.9663], [-0.5911, -2.4088, 3.6900], [-0.3204, 2.6534, 0.6821], [0.2834, 3.4161, 0.4824], [-1.0785, 3.0249, 1.1646], [-1.9581, -2.2103, 4.7273], [-2.3777, -1.3323, 4.7672], [-2.7011, -2.7770, 4.5406], [0.5497, 0.3826, 2.8140], [0.2755, -0.3769, 3.3476], [1.4864, 0.5375, 3.1333], [0.7543, 4.8777, -0.2517], [0.9610, 5.7582, 0.0768], [1.6007, 4.5767, -0.7002]]
}

---

{
  "formula": "C12H7BF4N3O8Pd",
  "method": "the ωB97M-V functional and the def2-TZVPD basis",
  "orbital_gap_ev": [5.22, 5.25],
  "total_charge": 1,
  "spin_multiplicity": 1,
  "e_lumo_ha": [-0.3126, -0.3115],
  "e_homo_ev": [-13.7, -13.7],
  "species": ["Pd", "O", "C", "O", "C", "C", "C", "C", "C", "N", "C", "O", "O", "H", "H", "H", "H", "O", "C", "O", "C", "C", "N", "N", "C", "C", "O", "O", "H", "H", "H", "F", "B", "F", "F", "F"],
  "positions_angstrom": [[0.0084, -0.1403, -0.1830], [-3.8961, 0.9257, -2.0915], [-2.8519, 0.5439, -1.3955], [-1.7061, 0.6169, -1.7496], [-3.1644, -0.0410, -0.0778], [-4.4009, -0.4940, 0.3234], [-4.5062, -1.1502, 1.5468], [-3.3827, -1.3320, 2.3302], [-2.1888, -0.8315, 1.8510], [-2.0908, -0.2048, 0.6968], [-0.8955, -1.0561, 2.5276], [-0.8105, -1.6248, 3.5702], [0.1312, -0.5456, 1.8534], [-3.6335, 1.2723, -2.9597], [-5.2558, -0.3547, -0.3227], [-5.4598, -1.5480, 1.8669], [-3.3986, -1.8595, 3.2757], [4.4707, 3.8086, -0.5525], [4.9141, 2.5580, -0.4885], [6.0714, 2.2702, -0.4508], [3.9098, 1.4386, -0.4685], [4.2859, 0.1091, -0.4691], [3.1729, -0.6350, -0.4236], [2.1042, 0.1415, -0.3970], [2.5167, 1.3936, -0.4190], [1.4602, 2.3761, -0.3276], [1.6181, 3.5569, -0.4011], [0.2497, 1.8545, -0.1308], [3.5125, 3.8952, -0.5481], [5.2779, -0.3154, -0.4947], [3.0597, -1.6406, -0.4044], [0.1480, -3.9121, -1.5929], [0.1859, -2.6930, -1.0425], [0.1109, -1.5915, -2.0019], [1.3590, -2.4124, -0.2796], [-0.9254, -2.3790, -0.1697]]
}

---

{
  "formula": "C15H31CdNO2P2",
  "method": "the ωB97M-V functional and the def2-TZVPD basis",
  "orbital_gap_ev": [5.33, 4.48],
  "total_charge": 0,
  "spin_multiplicity": 1,
  "e_lumo_ha": [-0.0155, -0.0166],
  "e_homo_ev": [-5.8, -4.9],
  "species": ["P", "P", "C", "C", "H", "H", "H", "H", "C", "H", "H", "H", "C", "H", "H", "H", "C", "H", "H", "H", "C", "H", "H", "H", "Cd", "C", "C", "C", "C", "C", "C", "C", "C", "C", "H", "H", "H", "H", "H", "H", "H", "H", "H", "H", "H", "H", "H", "H", "H", "O", "N", "O"],
  "positions_angstrom": [[5.7003, 0.8865, -0.5579], [4.1983, -2.0566, -2.8334], [6.2147, -0.5862, -1.4827], [5.6101, -0.9025, -2.8790], [6.1255, -1.4601, -0.8096], [7.3035, -0.4453, -1.5964], [5.3761, -0.0205, -3.5034], [6.3871, -1.4557, -3.4354], [5.0732, -3.6403, -2.6473], [4.3445, -4.4582, -2.6715], [5.6033, -3.6732, -1.6887], [5.7931, -3.7642, -3.4632], [3.2868, -2.1216, -4.3530], [3.8198, -2.7985, -5.0397], [3.2251, -1.1252, -4.8143], [2.2755, -2.5151, -4.1758], [6.6777, 0.9180, 0.9632], [6.1395, 1.4366, 1.7611], [7.5897, 1.4716, 0.7268], [6.9607, -0.0770, 1.3089], [6.2706, 2.3198, -1.4708], [6.1624, 2.1800, -2.5496], [7.3315, 2.4292, -1.2203], [5.7371, 3.2220, -1.1578], [-0.3103, 1.0046, -2.7113], [3.3319, -2.1035, -1.1797], [4.1391, -2.4719, -0.0108], [4.4550, -1.7296, 1.1758], [3.4239, -0.6802, 1.7732], [3.4622, 0.6449, 1.2206], [4.0032, 1.0368, -0.0875], [3.1287, 0.4877, -1.3358], [2.4290, -0.8572, -1.1580], [-0.1907, 1.5721, -0.6207], [2.7306, -3.0067, -1.4236], [4.4072, -3.5335, 0.0029], [5.4418, -1.2402, 1.0851], [4.6115, -2.4737, 1.9760], [2.4005, -1.1041, 1.7460], [3.6827, -0.5873, 2.8490], [3.0450, 1.4643, 1.8440], [3.8165, 2.1426, -0.1559], [3.7490, 0.4894, -2.2544], [2.3275, 1.2255, -1.5243], [1.8146, -0.8445, -0.2489], [1.7018, -0.9779, -1.9842], [-0.8214, 2.4781, -0.5493], [0.8118, 1.7439, -0.1760], [-0.6860, 0.7386, -0.0867], [-2.7975, -0.7911, -1.8216], [-1.6153, -0.7681, -2.1175], [-0.8313, -1.7452, -2.0542]]
}

---

{
  "formula": "C34H94N8O9",
  "method": "the ωB97M-V functional and the def2-TZVPD basis",
  "orbital_gap_ev": [1.23, 8.51],
  "s_squared": 0.7504,
  "total_charge": -1,
  "spin_multiplicity": 2,
  "e_lumo_ha": [0.0746, 0.0738],
  "e_homo_ev": [0.8, -6.5],
  "species": ["C", "C", "O", "H", "H", "H", "H", "H", "H", "C", "C", "C", "O", "C", "N", "H", "H", "H", "H", "H", "H", "H", "H", "H", "H", "H", "C", "C", "C", "O", "C", "N", "H", "H", "H", "H", "H", "H", "H", "H", "H", "H", "H", "C", "C", "C", "O", "C", "N", "H", "H", "H", "H", "H", "H", "H", "H", "H", "H", "H", "C", "C", "C", "O", "C", "N", "H", "H", "H", "H", "H", "H", "H", "H", "H", "H", "H", "C", "C", "C", "O", "C", "N", "H", "H", "H", "H", "H", "H", "H", "H", "H", "H", "H", "C", "C", "C", "O", "C", "N", "H", "H", "H", "H", "H", "H", "H", "H", "H", "H", "H", "C", "C", "C", "O", "C", "N", "H", "H", "H", "H", "H", "H", "H", "H", "H", "H", "H", "C", "C", "C", "O", "C", "N", "H", "H", "H", "H", "H", "H", "H", "H", "H", "H", "H"],
  "positions_angstrom": [[0.2350, 0.0576, -0.7762], [0.9696, 0.3506, 0.5063], [1.8982, -0.6097, 0.8935], [-0.4022, 0.9087, -1.0164], [-0.3046, -0.8892, -0.7548], [0.9839, -0.1014, -1.5521], [0.3194, 0.6593, 1.3249], [1.6079, 1.1952, 0.2465], [1.5447, -0.9747, 1.7079], [4.7922, 1.5972, -0.6021], [4.4382, 0.5525, -1.6426], [5.7023, 0.2536, -2.5104], [6.1103, 1.4115, -3.2480], [7.0939, 1.1942, -4.2408], [3.9861, -0.6850, -0.9777], [3.9731, 2.0381, -0.0340], [5.2405, 2.4572, -1.0996], [5.5949, 1.3047, 0.0748], [3.6172, 0.9345, -2.2494], [5.4371, -0.5138, -3.2376], [6.5417, -0.1520, -1.9456], [7.3089, 2.1156, -4.7819], [6.7442, 0.4013, -4.9019], [8.0350, 0.9454, -3.7504], [3.3900, -0.4966, -0.1844], [3.2978, -1.1247, -1.5719], [-3.2298, -0.6936, -5.5505], [-2.5712, -1.8990, -5.0637], [-2.6068, -2.1393, -3.5416], [-3.9734, -2.4824, -3.1954], [-4.0583, -3.0706, -1.8987], [-3.0805, -3.0432, -5.7341], [-3.1116, -0.4265, -6.6006], [-2.7542, 0.1603, -5.0681], [-4.3027, -0.7780, -5.3774], [-1.5627, -1.8497, -5.4743], [-2.1362, -1.2980, -3.0328], [-1.9279, -2.9538, -3.2890], [-3.5474, -2.4732, -1.1436], [-3.4967, -4.0042, -1.8642], [-5.0797, -3.2477, -1.5618], [-2.7475, -3.8559, -5.2353], [-4.0834, -3.1090, -5.6337], [-2.9297, 2.7351, -3.1850], [-3.9704, 3.4519, -2.2834], [-3.6806, 4.9670, -2.0666], [-2.4099, 5.2933, -1.4445], [-2.1936, 6.6825, -1.1042], [-5.2794, 3.2782, -2.8369], [-2.0920, 2.3668, -2.5928], [-2.5588, 3.2764, -4.0553], [-3.3328, 1.8471, -3.6720], [-3.9154, 3.0187, -1.2846], [-4.3507, 5.2842, -1.2676], [-3.8035, 5.6634, -2.8960], [-2.8972, 6.9769, -0.3256], [-2.3228, 7.4211, -1.8953], [-1.1703, 6.8385, -0.7627], [-5.4735, 4.0411, -3.4698], [-5.8748, 3.5707, -2.0753], [-3.6274, 0.2667, 0.9552], [-3.4539, 0.8660, 2.3407], [-4.1637, 2.2708, 2.5280], [-3.4706, 3.3223, 1.8304], [-4.2426, 4.5509, 1.7929], [-3.8920, -0.0688, 3.3761], [-4.6465, 0.3207, 0.5721], [-3.2701, -0.7613, 0.8945], [-3.0838, 0.8444, 0.2076], [-2.3977, 1.0959, 2.4810], [-4.2705, 2.4810, 3.5922], [-5.1950, 2.2943, 2.1759], [-4.5229, 4.8740, 2.7954], [-5.1841, 4.4547, 1.2522], [-3.6679, 5.3912, 1.4034], [-3.3992, -0.9494, 3.4164], [-3.8223, 0.3845, 4.2760], [0.2385, 3.8209, 2.4188], [-0.0083, 4.3536, 0.9471], [1.2458, 4.6039, 0.1066], [2.2004, 5.4576, 0.7277], [3.5268, 5.3753, 0.1352], [-0.9278, 3.4450, 0.2759], [0.7368, 2.8531, 2.4745], [-0.6301, 3.7489, 3.0733], [0.8302, 4.5728, 2.9411], [-0.5865, 5.2750, 1.0163], [0.9442, 4.9956, -0.8649], [1.7230, 3.6339, -0.0324], [4.0618, 4.4639, 0.4023], [4.1930, 6.2015, 0.3832], [3.5811, 5.3451, -0.9530], [-1.2423, 3.9564, -0.5363], [-1.7399, 3.3481, 0.8686], [7.1378, -2.1440, 1.2297], [5.8101, -2.3396, 1.9764], [5.1584, -0.9322, 2.3773], [6.1400, -0.1628, 3.1275], [5.8329, 1.1594, 3.3554], [4.8994, -3.0880, 1.1045], [7.8945, -1.9178, 1.9809], [7.0652, -1.2828, 0.5655], [7.4981, -2.9843, 0.6363], [6.0648, -2.9878, 2.8149], [4.2361, -1.0392, 2.9483], [4.9080, -0.3835, 1.4693], [6.5901, 1.5935, 4.0083], [4.8382, 1.2041, 3.7987], [5.7622, 1.7396, 2.4354], [4.7027, -2.4784, 0.3236], [3.9776, -3.2063, 1.5000], [-0.6438, -4.3301, -0.1683], [-0.6176, -5.7164, 0.5040], [-1.1702, -6.8752, -0.3764], [-2.5502, -6.7169, -0.3687], [-3.1923, -7.7093, -1.1492], [0.7932, -5.9775, 0.8748], [-0.0538, -3.6151, 0.4051], [-1.6306, -3.8676, -0.1885], [-0.2786, -4.3776, -1.1942], [-1.2427, -5.6392, 1.3936], [-1.0374, -7.8056, 0.1757], [-0.7868, -6.7989, -1.3939], [-2.9334, -8.7189, -0.8300], [-3.0332, -7.6447, -2.2256], [-4.2606, -7.5495, -1.0030], [1.2828, -6.1701, 0.0126], [0.7776, -6.9092, 1.2642], [-0.5102, -0.3240, 4.7356], [-0.1057, -1.6938, 4.2222], [-1.0087, -2.3434, 3.1283], [-2.2881, -2.4982, 3.6051], [-3.0488, -3.3988, 2.7386], [1.2773, -1.5921, 3.7368], [-0.4572, 0.4436, 3.9635], [0.1849, -0.0098, 5.5143], [-1.5478, -0.2905, 5.0678], [-0.0831, -2.4176, 5.0369], [-0.5414, -3.2406, 2.7224], [-0.9555, -1.6337, 2.3027], [-4.0600, -3.5083, 3.1304], [-2.5562, -4.3663, 2.6417], [-3.1012, -2.9352, 1.7535], [1.8563, -1.5304, 4.5620], [1.5405, -2.4566, 3.2857]]
}

---

Number 1: total energy -3369.3382 a.u.. Number 2: total energy -1779.7556 a.u.. Number 3: total energy -1645.4133 a.u.. Number 4: total energy -2466.7474 a.u..